No. 1
The following is a quantum chemistry calculation of 2 unconnected molecules or ions with the total composition C9H14O, from the OMol25 dataset.

Structure (XYZ):
```
24
Properties=species:S:1:pos:R:3:nbo_charge:R:1
C -1.90925 1.55885 -0.39074 -0.6524
C -1.81182 -0.91102 -0.25151 -0.2116
C -1.38215 0.28457 -0.85158 -0.0335
C -1.31836 -2.15215 -0.65874 -0.2249
C -0.49565 0.17629 -1.98522 -0.1648
C -0.19911 -2.16135 -1.48013 -0.2246
C 0.27051 -0.99565 -2.12656 -0.2388
H -2.57005 -0.76842 0.54448 0.2079
H -1.73386 -3.09519 -0.29382 0.2135
H -3.02779 1.83976 -0.44590 0.2279
H -1.38446 2.31806 -1.04331 0.2161
H -0.35410 1.15510 -2.74041 0.2122
H 0.21483 -3.18132 -1.60634 0.2124
H 0.96596 -1.06961 -2.91388 0.2144
H -1.39656 1.71876 0.64611 0.2392
C 1.42751 0.26322 1.21011 -0.0825
C 2.24325 0.62383 2.56464 -0.6474
O 0.97438 1.28199 0.29151 -0.7153
H 2.19506 -0.30381 0.59258 0.1632
H 0.73354 -0.57559 1.51267 0.1841
H 3.31118 0.43821 2.51815 0.2145
H 1.32762 2.14184 0.71575 0.4692
H 1.94921 -0.19864 3.26019 0.2165
H 1.97010 1.61228 2.93195 0.2046
```

Summary:
lowest unoccupied orbital energy = 0.869 eV
SMILES = Cc1ccccc1.CCO
frontier orbital gap = 9.36 eV
net charge = 0
spin multiplicity = 1
max |F| = 3.65 eV/Å
energy above the lowest of the compared OMol25 structures with the same formula, charge and spin = 239.7 kJ/mol

=====

No. 2
The following is a quantum chemistry calculation of 2 unconnected molecules or ions with the total composition C9H14O, from the OMol25 dataset.

Structure (XYZ):
```
24
Properties=species:S:1:pos:R:3:nbo_charge:R:1
C 3.15143 -1.61733 -1.11343 -0.6087
C 1.80379 -1.75936 -1.83907 -0.6132
H 3.82817 -2.33958 -1.56807 0.2072
H 3.43792 -0.59957 -1.43502 0.1921
H 3.07076 -1.64178 -0.03742 0.2109
H 1.73078 -1.50137 -2.88652 0.2096
H 1.03432 -1.17315 -1.31655 0.2039
H 1.36508 -2.73912 -1.66601 0.1978
C -2.81932 -0.23831 2.29523 -0.6314
C -1.44321 1.47770 -0.81353 -0.2689
C -0.08155 1.42041 -0.52819 0.3063
C -2.31295 1.00185 0.15802 -0.1896
C -1.90580 0.65216 1.43206 -0.0479
C 0.35676 1.20548 0.79032 -0.3043
C -0.54478 0.81217 1.75109 -0.1821
O 0.75417 1.88234 -1.49416 -0.6700
H -1.74098 1.65384 -1.83045 0.2250
H -3.36825 0.89209 -0.08738 0.2074
H 1.37904 1.39056 1.08808 0.2115
H 1.67338 1.77731 -1.22572 0.4783
H -2.58584 -1.20523 1.89967 0.2255
H -3.86343 0.10214 2.27099 0.2176
H -0.29831 0.64286 2.79546 0.2095
H -2.62118 -0.09612 3.36062 0.2133
```

Summary:
lowest unoccupied orbital energy = 0.848 eV
SMILES = Cc1ccc(O)cc1.CC
frontier orbital gap = 9.15 eV
net charge = 0
spin multiplicity = 1
max |F| = 2.57 eV/Å
energy above the lowest of the compared OMol25 structures with the same formula, charge and spin = 77.5 kJ/mol

=====

No. 3
The following is a quantum chemistry calculation of 2 unconnected molecules or ions with the total composition C9H14O, from the OMol25 dataset.

Structure (XYZ):
```
24
Properties=species:S:1:pos:R:3:mulliken_spin:R:1
C -2.92937 2.25096 -1.01462 -0.0002
C -3.06083 0.76011 -0.55991 -0.0004
H -2.10300 2.79212 -0.63890 0.0001
H -2.98055 2.36181 -2.00832 0.0000
H -3.75727 2.82182 -0.38346 0.0000
H -3.94610 0.23187 -1.01596 -0.0001
H -2.31831 -0.04069 -0.93583 -0.0008
H -3.19478 0.63954 0.50573 0.0002
C 1.06090 -1.73996 2.61886 0.0132
C 0.53650 -0.57879 -0.95302 -0.0274
C 1.78588 -0.09965 -1.26742 0.2826
C 0.35388 -0.84309 0.42335 0.1726
C 1.39448 -0.92234 1.40142 0.2142
C 2.80527 0.09687 -0.25325 0.1753
C 2.61529 -0.39670 1.01579 -0.0059
O 2.30171 0.30923 -2.48334 0.1260
H -0.28720 -0.71899 -1.59140 -0.0017
H -0.66671 -1.08335 0.72274 0.0074
H 3.72078 0.47338 -0.60845 -0.0009
H 2.14350 -0.18735 -3.32495 -0.0016
H 0.06387 -2.18361 2.62028 -0.0014
H 1.15300 -1.16543 3.45588 0.0270
H 3.47665 -0.23287 1.61487 0.0022
H 1.83239 -2.54490 2.65993 0.0196
```

Summary:
lowest unoccupied orbital energy (alpha / beta) = -4.072 / -7.720 eV
frontier orbital gap (alpha / beta) = 9.83 / 6.18 eV
net charge = +1
spin multiplicity = 2
max |F| = 6.02 eV/Å
energy above the lowest of the compared OMol25 structures with the same formula, charge and spin = 169.0 kJ/mol

=====

No. 4
The following is a quantum chemistry calculation of 2 unconnected molecules or ions with the total composition C9H14O, from the OMol25 dataset.

Structure (XYZ):
```
24
Properties=species:S:1:pos:R:3:mulliken_spin:R:1
C 3.41253 -0.24637 -2.00863 0.0005
C 2.01111 0.32129 -2.11256 0.0008
H 4.05550 -0.07723 -2.87429 0.0001
H 4.01797 0.24571 -1.20221 0.0000
H 3.47193 -1.32876 -1.82417 0.0000
H 1.64733 0.37107 -3.15620 -0.0001
H 1.25525 -0.42352 -1.79144 0.0015
H 2.00255 1.33956 -1.73994 0.0003
C -0.72830 2.77455 1.27166 0.0081
C -2.07975 -0.66417 0.48962 0.1291
C -0.89407 -1.40625 0.29831 0.2538
C -2.00805 0.66509 0.81872 0.0119
C -0.77073 1.28204 1.07597 0.2279
C 0.33214 -0.81372 0.66692 0.0991
C 0.37313 0.48161 1.09376 0.0555
O -1.10432 -2.52895 -0.36269 0.1645
H -3.04687 -0.97514 0.05444 -0.0024
H -2.87302 1.31351 0.95192 0.0027
H 1.28954 -1.34634 0.69829 -0.0041
H -0.32869 -3.01840 -0.67520 -0.0068
H -0.32163 3.05437 2.25824 0.0313
H -1.65718 3.20394 0.89161 -0.0007
H 1.33124 0.97392 1.32039 0.0001
H 0.01297 3.17916 0.55462 0.0269
```

Summary:
lowest unoccupied orbital energy (alpha / beta) = -3.715 / -7.561 eV
frontier orbital gap (alpha / beta) = 10.37 / 6.63 eV
net charge = +1
spin multiplicity = 2
max |F| = 2.57 eV/Å
energy above the lowest of the compared OMol25 structures with the same formula, charge and spin = 78.5 kJ/mol

=====

No. 5
The following is a quantum chemistry calculation of 2 unconnected molecules or ions with the total composition C9H14O2, from the OMol25 dataset.

Structure (XYZ):
```
25
Properties=species:S:1:pos:R:3:nbo_charge:R:1
C 0.74288 -2.87770 0.41878 -0.0756
C 0.42977 -3.10768 -1.02151 -0.6541
O -0.45874 -2.70429 1.21594 -0.7263
H 1.16861 -3.80630 0.84632 0.1527
H 1.38766 -2.10483 0.82600 0.1979
H 1.17522 -3.63771 -1.61096 0.2134
H -0.99722 -3.48894 1.10223 0.4549
H 0.20572 -2.21936 -1.61494 0.2253
H -0.44432 -3.75134 -1.15367 0.2097
C 0.06717 3.01048 2.18504 -0.6284
C 0.76319 1.49708 -1.25780 -0.2896
C 0.77854 2.35699 -0.17303 -0.1856
C -0.40172 0.71960 -1.32046 0.2979
C -0.16178 2.27799 0.86564 -0.0519
C -1.47484 0.71916 -0.46048 -0.2536
C -1.32963 1.56905 0.67319 -0.1830
O -0.64530 -0.03626 -2.46090 -0.7028
H 1.58742 1.39385 -1.93750 0.2169
H 1.74632 2.79868 0.05615 0.2024
H 0.10164 -0.08585 -3.09202 0.4770
H -2.35283 0.14961 -0.69810 0.2322
H -0.36744 4.01786 2.07948 0.2161
H 1.11115 3.30580 2.28769 0.2167
H -2.22492 1.58478 1.28752 0.2128
H -0.40651 2.41929 2.95740 0.2248
```

Summary:
lowest unoccupied orbital energy = 0.835 eV
SMILES = Cc1ccc(O)cc1.CCO
frontier orbital gap = 9.02 eV
net charge = 0
spin multiplicity = 1
max |F| = 3.02 eV/Å
energy above the lowest of the compared OMol25 structures with the same formula, charge and spin = 184.2 kJ/mol